The following is a DFT calculation (ωB97M-V with the def2-TZVPD basis set) of 2 unconnected molecules or ions with the total composition C10H11N2 in a non-equilibrium geometry.

XYZ file:
```
23
Properties=species:S:1:pos:R:3:mulliken_charge:R:1
C 2.061 -1.250 -1.638 -0.806
C 3.015 -0.799 -0.781 -0.385
C 0.711 -0.996 -1.333 -0.629
C 2.666 -0.021 0.296 -0.907
C 0.311 -0.286 -0.211 0.833
C 1.308 0.210 0.596 0.781
C -0.345 1.347 1.949 -0.033
C -3.431 -0.443 0.048 -0.827
C -2.270 -0.549 -0.515 -0.183
C -1.081 0.121 -0.044 0.237
N 0.914 1.053 1.739 -0.047
N -1.304 0.958 1.112 0.001
H 2.331 -1.709 -2.575 0.423
H 4.095 -0.920 -0.909 0.364
H 0.016 -1.644 -1.909 0.206
H 3.444 0.549 0.658 0.376
H -0.669 1.783 2.919 0.342
H -4.383 -0.918 -0.302 0.289
H -3.464 0.332 0.784 0.182
H -2.082 -1.117 -1.431 0.243
H -1.245 1.787 -2.007 0.046
H 1.739 1.292 2.309 0.274
H -2.338 1.222 1.246 0.221
```

Results
relative energy (zero: lowest compared OMol25 entry of this formula, charge and spin): 105.9 kcal/mol
LUMO level (spin up / spin down): -3.82 / -4.60 eV
DFT total energy: -13517.523 eV
total charge: +1
gap between HOMO and LUMO (spin up / spin down): 7.2 / 8.4 eV